No. 1
The following is a quantum chemistry calculation of a structure of composition C50H54ClN3O2PRbSb, from the Open Molecules 2025 dataset.

Structure (XYZ):
```
113
Properties=species:S:1:pos:R:3:forces:R:3
Rb 0.66420 0.29153 0.77247 -0.2521 0.6632 -0.2161
C -0.29094 2.18348 5.76852 0.0499 -0.0380 -0.1585
O 1.12302 2.00432 5.50575 -0.0657 0.0299 -0.0234
C 1.21607 1.62316 4.21334 -0.1236 0.1253 0.0461
N 0.15744 1.57941 3.51680 0.1105 -0.1982 -0.1614
C -0.94987 2.03160 4.37614 0.0744 -0.0139 0.0418
C -2.14685 1.11193 4.40595 -0.0257 0.0312 -0.0152
C -2.09197 -0.18025 3.90647 -0.0356 -0.0313 0.0935
C -3.18479 -1.02972 4.03010 0.0078 0.0193 -0.0325
C -4.34785 -0.58613 4.64111 -0.0097 0.0078 0.0137
C -4.41450 0.71357 5.13095 0.0150 0.0019 0.0039
C -3.31894 1.55690 5.01470 -0.0348 0.0295 -0.0345
C 2.61052 1.38719 3.74281 0.0190 0.0605 0.0445
C 3.65697 1.90206 4.50226 -0.0033 -0.0526 0.0565
C 4.95028 1.73518 4.04406 0.0226 0.0220 0.0267
C 5.15414 1.05987 2.85440 0.0724 -0.0368 0.0197
C 4.04676 0.58034 2.16579 0.0351 0.0065 0.0069
N 2.79241 0.73945 2.59229 0.2000 0.0937 0.1550
C 4.26022 -0.12237 0.87116 0.0758 -0.0280 -0.2066
N 3.37559 -0.41790 0.01163 -0.1160 0.1327 0.1225
C 4.05211 -1.04717 -1.13057 0.0054 -0.1235 0.1203
C 5.53188 -1.12444 -0.67293 -0.1606 0.0328 0.0191
O 5.54584 -0.42147 0.59415 -0.0119 -0.0357 -0.0370
C 3.48161 -2.40526 -1.47844 0.0407 -0.0191 0.0126
C 3.68340 -2.92338 -2.75583 0.0149 -0.0264 0.0216
C 3.28264 -4.21833 -3.06156 -0.0422 0.0145 0.0204
C 2.65382 -4.99814 -2.09710 -0.0091 0.0356 -0.0558
C 2.42910 -4.47784 -0.82950 -0.0279 0.0193 0.0121
C 2.84577 -3.18804 -0.51907 0.0172 -0.0073 -0.0323
H -0.43821 3.15887 6.22140 0.0518 0.0619 0.0071
H -0.61481 1.40922 6.45885 0.0359 -0.0940 0.0514
H -1.27286 3.00368 3.99725 -0.0076 0.0540 -0.0138
H -1.18464 -0.53240 3.43984 0.0220 -0.0189 -0.0146
H -3.12219 -2.04008 3.64300 -0.0049 0.0302 0.0041
H -5.20065 -1.24833 4.73931 0.0514 0.0439 -0.0053
H -5.32059 1.06922 5.60778 0.0539 -0.0201 -0.0268
H -3.37676 2.57179 5.40105 -0.0006 -0.0846 -0.0373
H 3.44496 2.41867 5.42679 0.0087 -0.0159 -0.0219
H 5.78854 2.12701 4.60650 -0.0363 -0.0208 -0.0293
H 6.14604 0.90069 2.45631 -0.0402 0.0024 0.0128
H 3.94463 -0.39274 -1.99836 -0.0066 0.0417 -0.0080
H 6.22836 -0.63665 -1.34723 0.0341 0.0850 -0.0059
H 5.84974 -2.14843 -0.49965 0.0408 -0.0795 0.0731
H 4.16862 -2.31191 -3.51218 -0.0310 -0.0583 0.0396
H 3.45486 -4.61769 -4.05468 -0.0078 0.0290 0.0586
H 2.33351 -6.00535 -2.33854 0.0230 0.0668 0.0246
H 1.92579 -5.07787 -0.07780 0.0462 0.0465 -0.0493
H 2.67682 -2.78532 0.47370 0.0099 -0.0437 -0.0580
Cl 0.30183 -2.30765 2.10597 -0.0595 -0.6524 0.6206
C -0.45588 -3.76286 1.50031 -0.0473 -0.2138 -0.2762
C -0.55377 -4.85807 2.34015 0.1176 0.1052 0.0872
C -1.09567 -6.03422 1.84374 -0.0097 -0.0323 -0.0506
C -1.51853 -6.10069 0.52385 0.0003 -0.0384 -0.0315
C -1.42441 -4.98544 -0.29839 0.0064 -0.0177 0.0012
C -0.90292 -3.78702 0.17890 0.0418 0.2470 0.0971
P -0.81961 -2.22158 -0.78499 -0.4453 -0.2630 -0.2780
C -2.39373 -1.43169 -0.22688 0.1103 -0.0207 0.0699
C -3.43913 -2.08639 0.42436 0.0165 0.0271 0.0044
C -4.55177 -1.37741 0.85877 0.0019 -0.0339 0.0230
C -4.63142 -0.00432 0.67232 -0.0199 -0.0258 0.0338
C -3.60486 0.65665 0.01582 0.0589 0.0224 -0.0803
C -2.50390 -0.05646 -0.43736 -0.0986 -0.0532 -0.0552
C -1.22061 -2.76357 -2.48213 0.0251 0.0723 0.0015
C -0.13794 -2.92431 -3.34633 0.0031 -0.0499 -0.0151
C -0.33768 -3.32781 -4.65960 0.0069 0.0075 -0.0019
C -1.62615 -3.55177 -5.12571 -0.0184 0.0084 0.0020
C -2.71251 -3.37202 -4.27733 -0.0109 0.0053 0.0301
C -2.51275 -2.97789 -2.96059 -0.0104 -0.0218 -0.0160
H -0.19715 -4.79114 3.36102 -0.0254 -0.0062 -0.0632
H -1.17162 -6.90059 2.48774 -0.0075 0.0181 -0.0106
H -1.92795 -7.02349 0.13085 0.0199 0.0444 0.0241
H -1.75854 -5.04367 -1.32713 -0.0150 0.0077 0.0215
H -3.39205 -3.15407 0.59734 0.0320 -0.0328 0.0120
H -5.35716 -1.90134 1.36041 0.0368 0.0195 -0.0176
H -5.48868 0.54527 1.04106 0.0231 -0.0159 -0.0260
H -3.65634 1.72752 -0.14773 -0.0007 -0.0384 0.0068
H -1.73188 0.46363 -0.99338 0.0643 0.0485 0.0405
H 0.86704 -2.73071 -2.98598 0.0035 -0.0206 0.0004
H 0.51145 -3.45714 -5.32141 -0.0420 0.0107 0.0434
H -1.78857 -3.85502 -6.15360 0.0178 0.0076 0.0609
H -3.71908 -3.53826 -4.64333 0.0521 0.0174 0.0211
H -3.36522 -2.83004 -2.30604 0.0367 -0.0133 -0.0327
C -2.42800 4.98265 -1.47227 -0.0291 -0.0387 -0.1035
C -1.64435 4.13466 -2.47624 0.0442 -0.1338 0.1509
C -2.57082 3.17796 -3.22935 -0.0147 0.0854 0.0512
Sb -0.10996 3.01444 -1.43075 0.0733 0.2974 -0.2502
C 1.02817 2.23658 -3.12910 -0.1941 -0.0329 0.0669
C 0.93145 3.07651 -4.40062 0.0250 -0.1060 0.0171
C 0.60649 0.78024 -3.37254 0.0896 0.1638 -0.1024
C 1.21271 4.64763 -0.84211 -0.1494 -0.0371 0.0308
C 0.93981 5.00266 0.62370 0.0845 0.0632 -0.1008
C 1.14914 5.87595 -1.74595 0.0582 -0.0259 0.0771
H -3.21822 5.53985 -1.98752 0.0419 -0.0165 0.0568
H -1.79934 5.70639 -0.94755 -0.0379 -0.0610 -0.0404
H -2.91095 4.35192 -0.71844 0.0188 0.0356 -0.0330
H -1.12363 4.78554 -3.18049 -0.0133 0.0038 -0.0413
H -3.10767 2.52462 -2.53271 0.0323 0.0272 -0.0541
H -2.04141 2.54014 -3.94127 -0.0151 0.0492 0.0523
H -3.32149 3.74537 -3.78992 0.0197 -0.0537 0.0307
H 2.06274 2.24888 -2.77371 0.0395 0.0058 0.0149
H -0.08824 3.09296 -4.79222 0.0485 0.0132 0.0062
H 1.57186 2.65203 -5.18153 -0.0411 0.0210 0.0178
H 1.24639 4.10864 -4.24339 -0.0116 -0.0455 -0.0069
H -0.45948 0.70329 -3.60943 0.0340 -0.0188 0.0077
H 0.79760 0.14213 -2.50463 -0.0132 -0.0081 0.0119
H 1.15441 0.35315 -4.22045 -0.0230 0.0089 0.0462
H 2.21211 4.20791 -0.91469 0.0152 -0.0189 -0.0035
H -0.06730 5.41016 0.75426 0.0450 -0.0184 -0.0014
H 1.64796 5.76245 0.97381 -0.0593 -0.0411 -0.0181
H 1.03038 4.13200 1.27866 -0.0096 0.0149 -0.0025
H 0.15851 6.33620 -1.73234 0.0524 -0.0098 -0.0085
H 1.39482 5.63683 -2.78124 -0.0140 0.0367 0.0371
H 1.86428 6.63196 -1.40385 -0.0456 -0.0195 -0.0208
```
Forces are in eV/Å.

## Properties
Relative energy (zero: lowest compared OMol25 entry of this formula, charge and spin) in kJ/mol: 22.8
Total charge: +1
Spin multiplicity: 1

***

No. 2
The following is a quantum chemistry calculation of a structure of composition C50H59BCsN11S, from the Open Molecules 2025 dataset.

Structure (XYZ):
```
123
Properties=species:S:1:pos:R:3:forces:R:3
Cs 0.24996 -0.20935 0.04283 2.4164 -2.4217 1.3447
C 3.38506 5.70715 1.20103 -0.1266 0.1305 -0.1037
C 1.90356 5.74125 0.82043 0.1297 -0.1284 0.1321
C 1.20176 4.45425 1.12683 -0.1094 0.0984 0.1535
C 0.45036 4.14725 2.22273 0.2758 0.0895 -0.0217
C 0.20566 4.99615 3.43053 -0.1257 0.0438 -0.1649
C -1.09264 5.79705 3.29983 0.1245 -0.0029 0.1754
C -0.15064 2.84815 1.94643 0.1303 0.1899 0.0444
N 0.28306 2.38465 0.76593 -0.2929 0.4562 -0.0410
C 1.09506 3.30785 0.23283 0.0848 0.1551 0.1171
C 1.75356 3.17255 -0.99067 0.0371 0.1022 -0.0630
C 1.49796 2.23255 -1.98697 0.1901 0.2237 -0.1893
C 2.30386 2.06115 -3.19297 0.1507 -0.2340 -0.1461
C 3.54596 2.83035 -3.51587 -0.1551 0.0214 -0.0404
C 3.20216 4.20045 -4.10567 0.1531 -0.0866 0.0038
C 1.68296 1.09415 -3.92057 0.2466 0.0942 -0.0322
C 0.49916 0.70725 -3.15717 0.0895 0.1917 -0.2419
C -0.46254 -0.21035 -3.58097 -0.0628 -0.1042 -0.0689
C -1.54994 -0.69245 -2.85037 -0.1058 -0.1364 -0.2118
N -1.77764 -0.43115 -1.55787 -0.7703 0.4314 -0.4771
C -2.84084 -1.14415 -1.16757 -0.1991 -0.0967 -0.0942
C -3.39234 -1.11235 0.11453 -0.1443 -0.0872 -0.0248
C -3.02164 -0.29605 1.18833 -0.1778 -0.0282 0.2194
N -2.00264 0.57515 1.18593 -0.5295 0.4109 -0.0823
C -1.98544 1.20125 2.37153 -0.1300 0.0130 0.2386
C -1.12454 2.23665 2.73483 -0.0928 0.0876 0.1035
C -3.06354 0.69965 3.21493 -0.2154 -0.0435 0.0128
C -3.71474 -0.23905 2.47513 -0.1509 0.1921 0.1619
C -4.87534 -1.08285 2.89293 0.1921 -0.1023 0.0450
C -4.38334 -2.43215 3.42113 -0.1773 -0.0342 -0.0295
C -3.30634 1.11385 4.63103 0.0916 -0.1614 -0.0729
C -2.30314 0.42815 5.56113 -0.1087 0.1314 0.0885
C -3.35344 -1.92735 -2.29267 0.1272 -0.2075 -0.2253
C -2.55664 -1.62605 -3.35477 -0.1324 -0.1244 0.1291
C -2.67434 -2.03815 -4.78767 -0.0678 0.1063 0.1735
C -3.29584 -0.90255 -5.60347 0.0616 -0.1224 -0.0915
C -4.48374 -2.90385 -2.22347 -0.0825 0.1904 -0.1000
C -5.85544 -2.23645 -2.34467 0.0135 -0.1703 0.0413
N 0.44606 1.40255 -2.01377 -0.3725 0.6230 -0.4130
C 2.05406 0.56525 -5.26807 -0.0727 0.1796 0.0550
C 1.28606 1.32615 -6.35317 0.1257 -0.1767 -0.0449
H 3.87836 6.64335 0.93513 0.1024 0.0560 0.0110
H 3.88596 4.89395 0.68143 0.1143 -0.1051 -0.0273
H 3.49706 5.54845 2.27263 0.0476 -0.0360 0.1010
H 1.81256 5.94055 -0.25137 -0.0168 0.0820 0.0490
H 1.41316 6.56785 1.34803 0.0096 -0.0306 -0.0725
H 1.04296 5.68745 3.57913 -0.0137 -0.0727 0.0206
H 0.15056 4.35755 4.31813 0.0330 0.0636 0.0360
H -1.05814 6.42335 2.41043 -0.0118 0.0752 -0.0736
H -1.25384 6.43265 4.17273 -0.0687 0.0694 0.0431
H -1.93734 5.12145 3.19633 -0.1254 -0.0582 -0.0308
H 2.53586 3.89505 -1.19657 0.0475 0.0156 -0.0217
H 4.16156 2.27175 -4.22797 0.0179 0.0030 0.0724
H 4.14016 2.96845 -2.60887 0.0290 -0.0829 -0.0182
H 2.72466 4.08485 -5.07637 -0.0869 0.0260 -0.1072
H 4.09556 4.81245 -4.23297 0.0637 0.1059 -0.0194
H 2.50576 4.71905 -3.45127 -0.0527 0.1245 0.0399
H -0.34304 -0.60405 -4.58537 0.0275 -0.0365 0.0027
H -4.23074 -1.78035 0.28993 -0.0242 0.0204 0.0043
H -1.30364 2.68595 3.70683 -0.0054 0.0118 0.0387
H -5.54214 -1.25005 2.04463 -0.0759 0.0447 -0.0159
H -5.45184 -0.57205 3.67203 -0.0333 -0.0156 -0.0851
H -3.73664 -2.90285 2.68233 0.0712 -0.0585 -0.0006
H -5.20964 -3.11235 3.64293 -0.0310 -0.0223 0.0469
H -3.80164 -2.28025 4.32963 0.0739 -0.0689 0.0522
H -4.32464 0.85665 4.94093 0.0126 0.0409 -0.0451
H -3.19854 2.19845 4.72733 -0.0846 0.0055 0.0178
H -2.37534 -0.65215 5.45303 0.0353 -0.1057 0.0295
H -2.48384 0.69075 6.60443 0.0280 -0.0013 0.1265
H -1.29044 0.72525 5.29513 0.0947 -0.0288 0.0007
H -3.28944 -2.93765 -4.89257 0.0922 -0.0409 0.0460
H -1.67914 -2.26025 -5.18467 -0.0480 -0.1168 -0.0294
H -4.30644 -0.69615 -5.25547 -0.0990 0.0224 0.0100
H -3.32844 -1.14265 -6.66687 -0.0415 -0.0028 -0.1169
H -2.70984 0.00205 -5.46707 0.0435 0.1503 -0.0308
H -4.42794 -3.43635 -1.26987 -0.0061 -0.0998 -0.0468
H -4.38984 -3.64805 -3.02247 0.0815 -0.0077 0.0880
H -6.00084 -1.51395 -1.54427 -0.0235 0.0840 0.0523
H -6.65044 -2.98435 -2.29097 -0.0952 0.0361 -0.0079
H -5.93584 -1.70755 -3.29347 -0.0349 0.0479 -0.0643
H 1.81536 -0.50055 -5.31957 0.1092 0.0052 -0.0615
H 3.13106 0.67675 -5.43467 -0.0616 -0.0680 0.0296
H 0.22056 1.13055 -6.25297 -0.1266 0.0697 -0.0218
H 1.60026 1.03465 -7.35677 0.0056 -0.0182 -0.0960
H 1.44826 2.39555 -6.22797 -0.0344 0.0767 -0.0695
C -0.75774 -4.31145 -2.17987 -0.1749 -0.1223 -0.0174
C 0.49156 -3.99445 -2.71987 -0.0382 -0.1680 -0.0263
N 1.45036 -4.19075 -1.83037 0.8153 0.1220 -0.3151
N 0.86076 -4.61655 -0.71577 -0.2610 0.1256 0.0054
C -0.46974 -4.69865 -0.89107 -0.3114 -0.0135 -0.1675
B 1.62456 -4.97825 0.57723 -0.0041 0.2794 -0.0782
N 0.83806 -4.35165 1.74473 -0.1415 -0.5205 0.2441
C -0.21354 -4.95215 2.33343 -0.1799 -0.0760 0.3766
C -0.82544 -4.03595 3.16133 -0.1774 -0.2368 0.0029
C -0.06314 -2.87625 2.99613 -0.0208 -0.1309 0.0884
N 0.92766 -3.08785 2.14813 0.4988 0.8893 -0.1863
N 3.07616 -4.51795 0.46283 0.1903 -0.5457 0.1730
C 4.09416 -5.35045 0.17303 0.3884 -0.1567 -0.0359
C 5.23026 -4.59675 -0.01967 0.0367 -0.2265 -0.0181
C 4.79016 -3.28565 0.17883 0.0294 -0.1422 -0.0064
N 3.50026 -3.25825 0.46873 -0.1257 1.0205 0.0371
H -1.71854 -4.26705 -2.65527 -0.1439 0.0908 0.0009
H 0.72886 -3.65535 -3.71297 0.0794 0.1228 -0.0838
H -1.12874 -5.00605 -0.10367 -0.0934 -0.0282 0.1781
H 1.62966 -6.17365 0.73753 -0.0142 -0.1905 0.0632
H -0.47014 -5.97705 2.13673 0.0945 -0.1383 -0.0890
H -1.68994 -4.18355 3.78003 -0.1355 -0.0268 0.0692
H -0.19834 -1.91435 3.45693 0.0233 0.2169 0.0170
H 3.96916 -6.41665 0.13493 -0.2025 -0.0834 -0.0455
H 6.21806 -4.92955 -0.28067 0.0738 -0.0971 -0.0001
H 5.37006 -2.38365 0.10023 0.0152 0.2862 -0.0403
S 5.48726 1.10215 0.47563 0.2946 0.0596 -0.6472
C 4.46166 0.86645 1.75633 0.2611 -0.2687 0.0289
N 4.18646 -0.40765 2.18863 -0.3613 0.3757 -0.0429
C 3.54296 -0.66975 3.34373 -0.1638 -0.0371 0.3963
C 3.09366 0.34205 4.13683 -0.0265 -0.0385 -0.0182
C 3.22446 1.67205 3.67253 0.1294 -0.2191 -0.1517
C 3.89196 1.92365 2.51293 -0.3153 0.0282 0.3106
H 4.40986 -1.17855 1.56503 0.0205 0.0591 0.0903
H 3.42616 -1.71205 3.59823 -0.1081 -0.0777 -0.1410
H 2.62366 0.13195 5.08423 -0.1156 -0.1191 -0.0364
H 2.79396 2.48325 4.24203 -0.0257 0.0949 0.0149
H 4.01336 2.92635 2.13763 0.0129 0.0392 -0.0648
```
Forces are in eV/Å.

## Properties
Total charge: -2
Spin multiplicity: 1

***

no.,calculated total energy (eV),LUMO (Ha)
1,-90292.631,-0.08755
2,-81261.862,0.13512